# C4H10N2

A cluster of 2 separate species, C4H10N2 in total (the ωB97M-V functional and the def2-TZVPD basis, the Open Molecules 2025 dataset).

Geometry as ORCA input:
```
! wB97M-V def2-TZVPD RIJCOSX def2/J DEFGRID3
* xyz 0 1
C -2.5542 -0.2376 2.5010
C -2.2640 -1.2624 3.3106
N -2.9250 -1.8022 4.3427
H -3.1673 0.5369 2.8763
H -2.0031 -0.1468 1.4655
H -1.6044 -2.0556 2.8218
H -3.8988 -1.5142 4.5217
H -2.7352 -2.7007 4.6612
C 2.3458 2.0312 -2.4003
C 2.2964 1.2519 -3.5978
N 3.1733 0.2863 -4.0889
H 2.3390 1.6141 -1.4307
H 1.6661 2.8684 -2.5322
H 1.6475 1.5694 -4.4305
H 3.7455 -0.3307 -3.4846
H 3.3294 0.0720 -5.1258
*
```

Its largest force on an atom is 4.7 eV/A. As for the energy above the lowest of the compared OMol25 structures with the same formula, charge and spin: 3.389 eV. For the HOMO-LUMO gap, the calculation gives 8.8740 eV. The calculation puts the highest occupied orbital energy at -7.851 eV. Its SMILES is C=CN.C=CN.


# C27H26F4I2NS

A structure of composition C27H26F4I2NS (the ωB97M-V functional and the def2-TZVPD basis, the Open Molecules 2025 dataset).

Geometry as ORCA input:
```
! wB97M-V def2-TZVPD RIJCOSX def2/J DEFGRID3
* xyz 1 1
C -2.6603 -0.8583 2.4873
C -1.1672 -0.9471 2.5691
I -0.4185 -1.5626 4.4126
C -0.3712 -0.6570 1.5401
I 1.7209 -0.7017 1.5378
N -0.9250 -0.2690 0.2343
S -0.3030 1.2885 -0.4073
H -3.0749 -0.5623 3.4347
H -3.0948 -1.7939 2.1583
H -2.9694 -0.0803 1.7954
H -0.6878 -1.0071 -0.4314
H -1.9455 -0.2077 0.2523
H -1.3996 2.0348 -0.1883
F 8.1928 -2.7733 0.3255
C 7.1290 -2.9901 1.1153
C 7.0985 -4.1200 1.9080
C 5.9987 -4.3367 2.7239
C 4.9456 -3.4328 2.7323
C 4.9997 -2.3079 1.9245
C 6.0967 -2.0748 1.1102
H 7.9261 -4.8154 1.8820
H 5.9641 -5.2138 3.3547
H 4.0872 -3.6066 3.3677
H 4.1770 -1.6035 1.9264
H 6.1587 -1.1984 0.4790
F 3.0923 -2.2120 -5.9396
C 2.9765 -1.5019 -4.8098
C 4.1182 -1.0186 -4.2001
C 3.9936 -0.2800 -3.0341
C 2.7387 -0.0438 -2.4903
C 1.6056 -0.5422 -3.1186
C 1.7177 -1.2742 -4.2905
H 5.0860 -1.2209 -4.6379
H 4.8776 0.1114 -2.5501
H 2.6445 0.5326 -1.5783
H 0.6230 -0.3578 -2.6979
H 0.8473 -1.6637 -4.8011
F -4.2551 1.5623 3.6619
C -5.4317 1.4173 4.3328
C -5.6004 0.3240 5.1555
C -6.7994 0.1830 5.8384
C -7.8046 1.1258 5.6825
C -7.6110 2.2158 4.8459
C -6.4126 2.3699 4.1654
H -4.8058 -0.4036 5.2619
H -6.9470 -0.6640 6.4935
H -8.7386 1.0113 6.2143
H -8.3946 2.9498 4.7217
H -6.2383 3.2163 3.5147
F -2.8545 2.7960 -3.0182
C -1.8734 2.9849 -3.9375
C -2.1208 3.7732 -5.0396
C -1.1023 3.9579 -5.9631
C 0.1339 3.3517 -5.7769
C 0.3573 2.5597 -4.6607
C -0.6550 2.3767 -3.7288
H -3.0919 4.2314 -5.1694
H -1.2749 4.5778 -6.8315
H 0.9214 3.4977 -6.5028
H 1.3172 2.0820 -4.5142
H -0.5165 1.7714 -2.8419
*
```

Its largest force on an atom is 1.1 eV/A. For the HOMO-LUMO gap, the calculation gives 7.1702 eV. The calculation puts the highest occupied orbital energy at -11.248 eV.


# C3H9O2S2

A cluster of 2 separate species, C3H9O2S2 in total (the ωB97M-V functional and the def2-TZVPD basis, the Open Molecules 2025 dataset).

Geometry as ORCA input:
```
! wB97M-V def2-TZVPD RIJCOSX def2/J DEFGRID3
* xyz -1 1
C 0.5966 1.2327 -0.4240
C -0.0899 0.1858 -1.2825
O 0.7142 -0.9715 -1.2062
C 0.2157 1.3614 1.0402
S 0.5738 -0.2720 1.8865
S 2.4066 -0.8812 1.6427
H 0.3451 2.2975 -0.9633
H 1.6985 1.0933 -0.5157
H -1.0803 -0.0250 -0.8730
H -0.1269 0.2087 -2.3952
H -0.8699 1.3029 1.0701
H 0.6290 2.1378 1.7817
H -1.7892 -1.9472 -0.5696
H -1.8421 -1.8771 1.0217
H 0.8018 -1.5515 -0.4410
O -2.1829 -2.2946 0.2276
*
```

Its largest force on an atom is 5.0 eV/A. As for the energy above the lowest of the compared OMol25 structures with the same formula, charge and spin: 1.210 eV. For the HOMO-LUMO gap, the calculation gives 5.8691 eV. The calculation puts the highest occupied orbital energy at -2.262 eV.


# C20H30N4O4PdS3

A structure of composition C20H30N4O4PdS3 (the ωB97M-V functional and the def2-TZVPD basis, the Open Molecules 2025 dataset).

Geometry as ORCA input:
```
! wB97M-V def2-TZVPD RIJCOSX def2/J DEFGRID3
* xyz -1 2
Pd -0.0218 -1.1482 1.4781
O 0.6966 -3.0456 0.6911
N 1.4663 -3.6747 1.5702
C 2.4146 -4.4964 1.0676
C 3.2274 -5.2394 1.8812
C 3.0508 -5.1210 3.2644
C 2.0992 -4.2686 3.7576
C 1.2783 -3.4964 2.9083
S 0.0925 -2.4009 3.4847
H 2.4460 -4.5052 -0.0107
H 3.9742 -5.8824 1.4417
H 3.6649 -5.6956 3.9454
H 1.9448 -4.1435 4.8199
N -3.7609 -2.5261 1.2138
C -4.2523 -1.2564 0.8494
C -5.6150 -1.0321 0.6785
C -6.0832 0.2040 0.2529
C -5.2072 1.2513 0.0000
C -3.8518 1.0295 0.2019
C -3.3777 -0.2056 0.6097
S -5.7668 2.8144 -0.6571
O -4.9746 3.8078 0.0579
O -7.1933 2.8419 -0.3614
O -5.4537 2.7355 -2.0797
H -4.4186 -3.0658 1.7559
H -2.8602 -2.4994 1.6744
H -6.3136 -1.8404 0.8709
H -7.1428 0.3760 0.1160
H -3.1610 1.8452 0.0295
H -2.3059 -0.3436 0.6982
C 0.0571 1.9997 -4.2365
C -0.0400 2.5141 -2.8045
C -0.9304 1.6578 -1.9105
C -0.3839 0.2611 -1.6516
N 0.9745 0.2354 -1.0741
C 1.2568 0.3994 0.2408
S 0.2111 1.2237 1.3236
N 2.5431 0.0905 0.6045
C 3.6789 0.1699 -0.3040
C 3.9289 1.5362 -0.9409
C 4.4807 2.6006 0.0064
C 3.4405 3.2311 0.9279
H 0.5876 2.7013 -4.8821
H -0.9381 1.8476 -4.6590
H 0.5885 1.0465 -4.2943
H -0.4287 3.5338 -2.8066
H 0.9624 2.5721 -2.3659
H -1.9150 1.5319 -2.3705
H -1.1029 2.1616 -0.9616
H -0.2924 -0.2810 -2.5939
H -1.0721 -0.3066 -1.0228
H 1.5830 -0.4306 -1.5271
H 2.7193 0.3730 1.5560
H 3.5799 -0.5924 -1.0825
H 4.5487 -0.1321 0.2842
H 3.0045 1.8958 -1.4017
H 4.6369 1.3756 -1.7597
H 4.9370 3.3902 -0.5961
H 5.2956 2.1675 0.5975
H 2.5870 3.6005 0.3558
H 3.8653 4.0737 1.4746
H 3.0412 2.5341 1.6641
*
```

Its largest force on an atom is 0.7 eV/A. For the HOMO-LUMO gap (alpha / beta), the calculation gives 6.5810 / 5.8611 eV. The calculation puts the highest occupied orbital energy (alpha / beta) at -4.717 / -4.717 eV. The expectation value of S² is 0.757.


# C27H78F2N5O16S2

A cluster of 13 separate species, C27H78F2N5O16S2 in total (the ωB97M-V functional and the def2-TZVPD basis, the Open Molecules 2025 dataset).

Geometry as ORCA input:
```
! wB97M-V def2-TZVPD RIJCOSX def2/J DEFGRID3
* xyz -1 1
N -0.6084 0.5179 0.9144
S -1.6605 -0.6124 0.7836
O -1.5998 -1.6790 1.7487
O -2.2126 -0.8566 -0.5159
F -2.7944 0.2597 1.5453
S 0.5737 -0.2823 -0.0147
O 0.4572 -0.1374 -1.4262
O 1.1099 -1.5239 0.4809
F 1.7590 0.6948 0.4183
C 0.0773 1.4142 5.5783
C -0.4359 0.9100 4.2755
O 0.2419 1.6305 3.2358
H 1.1570 1.2602 5.6375
H -0.3838 0.8823 6.4137
H -0.0775 2.4818 5.7435
H -1.5103 1.0332 4.1014
H -0.2109 -0.1544 4.1308
H -0.0252 1.1829 2.3920
C 0.6038 -3.6101 4.7127
C -0.1497 -4.5843 3.8124
O -1.3483 -3.9792 3.3202
H 0.4096 -2.5711 4.4302
H 1.6864 -3.7375 4.6563
H 0.2830 -3.6123 5.7565
H -0.4518 -5.4897 4.3363
H 0.4172 -4.8038 2.9013
H -1.0836 -3.1325 2.9320
C -2.1319 3.9735 -2.1300
C -1.9280 2.6639 -1.3861
O -1.0649 2.8879 -0.2616
H -2.6562 3.8724 -3.0798
H -1.1634 4.4285 -2.3401
H -2.7172 4.6116 -1.4668
H -1.4484 1.8861 -1.9864
H -2.8836 2.3006 -0.9949
H -0.8377 2.0089 0.1169
C -5.5867 -1.8366 1.2722
C -5.6544 -2.1189 -0.2344
O -6.9809 -2.5073 -0.5623
H -5.7212 -2.7079 1.9163
H -6.2096 -1.0383 1.6793
H -4.5702 -1.4896 1.4787
H -4.9797 -2.9585 -0.4307
H -5.4765 -1.2356 -0.8434
H -7.3012 -3.1668 0.0567
C 2.5195 1.1368 -3.8956
C 2.1831 2.3542 -3.0641
O 3.1890 3.3279 -3.2393
H 3.5377 0.7690 -3.7791
H 2.4859 1.4358 -4.9472
H 1.7982 0.3535 -3.6643
H 2.0519 2.0432 -2.0202
H 1.1942 2.7574 -3.3178
H 3.0831 4.0710 -2.6154
C 2.6885 4.6107 -0.0787
O 2.6995 5.1883 -1.1748
N 3.4547 4.9949 0.9685
N 1.8745 3.5741 0.2333
H 3.7382 4.2749 1.6160
H 4.0098 5.8248 0.8733
H 1.9686 3.0872 1.1039
H 1.1175 3.2765 -0.3626
C 3.8509 2.7456 3.3660
O 4.8462 3.4780 3.4572
N 3.9248 1.4634 2.9068
N 2.6185 3.0655 3.7819
H 4.8418 1.0866 2.7435
H 3.1715 0.8013 2.9542
H 2.5150 3.8493 4.4008
H 1.8142 2.4842 3.5300
C 6.0011 -3.3616 -1.1175
C 4.9192 -2.7186 -1.9970
C 3.7862 -2.2083 -1.1056
O 5.4170 -1.5792 -2.6800
H 6.3627 -2.7189 -0.3147
H 6.8854 -3.6452 -1.6953
H 5.6082 -4.3024 -0.7229
H 4.5818 -3.4058 -2.7729
H 4.0964 -1.3457 -0.5080
H 3.4586 -2.8803 -0.3061
H 2.9177 -1.9181 -1.6961
H 5.4891 -0.8083 -2.0961
C -7.1871 1.6573 3.1125
C -5.8690 2.0761 2.4240
C -6.2601 2.4337 0.9825
O -5.3450 3.2605 3.0145
H -7.0259 1.3286 4.1476
H -7.6521 0.7782 2.6673
H -7.8800 2.4861 3.2716
H -5.1030 1.3046 2.4227
H -6.6453 1.5090 0.5366
H -5.4192 2.7588 0.3700
H -7.0650 3.1644 0.8957
H -6.0825 3.8120 3.2887
C -0.1161 -4.7830 0.0036
C -0.5738 -4.5691 -1.4514
C 0.4161 -3.7646 -2.2597
O -0.9327 -5.8114 -2.0247
H 0.9198 -5.1339 0.0412
H -0.7935 -5.4406 0.5451
H -0.0895 -3.8294 0.5366
H -1.5280 -4.0327 -1.4282
H 0.1890 -3.8325 -3.3244
H 1.4152 -4.1996 -2.1407
H 0.4781 -2.7349 -1.9138
H -0.2498 -6.4775 -1.9006
C 6.6711 2.0712 -2.5205
C 6.5444 1.7449 -1.0588
C 5.2052 2.2668 -0.5154
O 6.5841 0.3093 -0.9054
H 7.6810 2.0156 -2.9380
H 6.4041 3.1157 -2.7082
H 5.9795 1.5065 -3.1432
H 7.3392 2.1862 -0.4482
H 4.9232 3.1972 -1.0055
H 5.1803 2.5578 0.5371
H 4.5063 1.4348 -0.6222
H 7.4796 0.0828 -1.1830
C -5.5739 -1.5301 -4.7406
C -4.0830 -1.2105 -4.7322
C -3.5603 -0.9563 -3.3290
O -3.4192 -2.3384 -5.3236
H -5.9957 -1.6402 -5.7401
H -6.0440 -0.6850 -4.2287
H -5.8103 -2.4784 -4.2571
H -3.8864 -0.3387 -5.3617
H -2.4892 -0.8073 -3.1983
H -3.8138 -1.7924 -2.6704
H -4.0905 -0.0812 -2.9447
H -2.9434 -2.8273 -4.6473
*
```

Its largest force on an atom is 7.0 eV/A. For the HOMO-LUMO gap, the calculation gives 9.3494 eV. The calculation puts the highest occupied orbital energy at -7.147 eV.


# C5H14NS

A cluster of 2 separate species, C5H14NS in total (the ωB97M-V functional and the def2-TZVPD basis, the Open Molecules 2025 dataset).

Geometry as ORCA input:
```
! wB97M-V def2-TZVPD RIJCOSX def2/J DEFGRID3
* xyz 1 1
C -1.2764 0.0811 2.1907
C 0.1382 0.4032 1.8411
C 1.2771 -0.1253 2.2719
N 0.1423 1.2696 0.7079
H -1.4018 -0.1293 3.2632
H -1.9499 0.8301 1.7560
H -1.6113 -0.8313 1.6553
H 2.2176 0.0062 1.7681
H 1.2649 -0.7421 3.1898
H -0.3080 2.1693 0.8679
H -0.2781 0.6475 -0.0842
H 1.0883 1.5505 0.4359
C -0.7110 0.5507 -2.4706
S -0.6914 -0.8714 -1.3233
C 0.8414 -1.6828 -1.9160
H -0.7551 0.1653 -3.4869
H 0.2308 1.1582 -2.3291
H -1.6185 1.0988 -2.2599
H 1.0192 -2.5479 -1.2514
H 0.6876 -2.0221 -2.9540
H 1.6942 -0.9781 -1.8724
*
```

Its largest force on an atom is 2.1 eV/A. As for the energy above the lowest of the compared OMol25 structures with the same formula, charge and spin: 1.206 eV. For the HOMO-LUMO gap, the calculation gives 9.9737 eV. The calculation puts the highest occupied orbital energy at -13.124 eV.


# C26H26CuN3OSTe

A structure of composition C26H26CuN3OSTe (the ωB97M-V functional and the def2-TZVPD basis, the Open Molecules 2025 dataset).

Geometry as ORCA input:
```
! wB97M-V def2-TZVPD RIJCOSX def2/J DEFGRID3
* xyz 0 1
Cu 0.4684 0.3387 -0.5136
C -1.2493 -1.8679 2.7885
C -0.8840 -1.5237 1.3549
O -0.4244 -0.3660 1.1466
N -1.7583 -2.0790 0.4291
C -1.7101 -1.7018 -0.9669
C -0.4829 -2.1162 -1.7473
C -0.3723 -3.3911 -2.2807
C 0.7657 -3.7291 -2.9928
C 1.7557 -2.7758 -3.1645
C 1.5648 -1.5220 -2.6117
N 0.4734 -1.1960 -1.9225
H -0.7344 -1.1662 3.4390
H -0.9592 -2.8750 3.0723
H -2.3298 -1.7465 2.9020
H -1.9077 -3.0705 0.5674
H -1.8249 -0.6188 -1.0494
H -2.5833 -2.1519 -1.4438
H -1.1568 -4.1181 -2.1111
H 0.8813 -4.7268 -3.3941
H 2.6647 -2.9933 -3.7069
H 2.3135 -0.7465 -2.7141
Te 1.3955 -3.0772 1.1044
C 0.5676 -4.9131 0.4639
C -0.6629 -5.3625 0.9484
C -1.2637 -6.5155 0.4604
C -0.6326 -7.2730 -0.5150
C 0.6111 -6.8628 -0.9822
C 1.1942 -5.7008 -0.5054
H -1.1552 -4.8153 1.7466
H -2.2222 -6.8300 0.8569
H -1.0929 -8.1767 -0.8936
H 1.1294 -7.4554 -1.7278
H 2.1535 -5.3818 -0.8971
N 0.9981 2.2401 -0.7723
S 1.1459 3.1133 0.5597
C -0.4646 3.5800 1.2459
C -0.5732 4.6887 2.0762
C -1.7880 4.9724 2.6774
C -2.8834 4.1478 2.4588
C -2.7592 3.0338 1.6434
C -1.5463 2.7405 1.0374
C 1.7126 4.7279 0.0391
C 3.0139 5.0767 0.3662
C 3.5195 6.2978 -0.0584
C 2.7253 7.1515 -0.8074
C 1.4227 6.7926 -1.1364
C 0.9114 5.5799 -0.7112
H 0.5318 2.7533 -1.5161
H 0.2791 5.3353 2.2454
H -1.8786 5.8399 3.3178
H -3.8304 4.3719 2.9319
H -3.6027 2.3752 1.4839
H -1.4396 1.8469 0.4361
H 3.6241 4.3956 0.9460
H 4.5322 6.5787 0.1975
H 3.1192 8.1044 -1.1358
H 0.8068 7.4642 -1.7194
H -0.1088 5.2992 -0.9456
*
```

Its largest force on an atom is 1.2 eV/A. As for the energy above the lowest of the compared OMol25 structures with the same formula, charge and spin: 0.796 eV. For the HOMO-LUMO gap, the calculation gives 6.0232 eV. The calculation puts the highest occupied orbital energy at -5.821 eV.


# C17H21Cl2IrNO6

A structure of composition C17H21Cl2IrNO6 (the ωB97M-V functional and the def2-TZVPD basis, the Open Molecules 2025 dataset).

Geometry as ORCA input:
```
! wB97M-V def2-TZVPD RIJCOSX def2/J DEFGRID3
* xyz -2 6
C -1.7156 2.5416 -1.4715
C -0.4116 3.0578 -1.5241
C 0.2241 2.8716 -0.2880
C 0.1983 3.7128 -2.7143
C -0.6989 2.2571 0.6509
C -2.0010 2.0721 -0.1173
C -3.3251 2.2320 0.5209
C -2.6594 2.5083 -2.5974
C 1.6025 3.2975 0.0344
C -0.6691 2.5505 2.1077
Ir -1.0426 0.2612 0.0534
Cl 0.0328 -0.0052 -2.0942
Cl -2.6506 -1.0293 -0.9183
O -1.8108 -0.2052 1.8139
H -0.1379 3.2397 -3.6443
H 1.2927 3.6605 -2.6770
H -0.0773 4.7745 -2.7703
H 2.3348 2.8149 -0.6324
H 1.8582 3.0330 1.0649
H 1.7271 4.3848 -0.0827
H 0.3533 2.4494 2.4872
H -1.3106 1.8390 2.6326
H -1.0130 3.5767 2.3048
H -3.2881 1.9030 1.5584
H -4.0666 1.6221 0.0013
H -3.6216 3.2870 0.4861
H -2.2163 2.0113 -3.4730
H -2.9390 3.5247 -2.9066
H -3.5692 1.9662 -2.3268
H -1.1344 -0.7675 2.2452
O -4.2293 -0.4335 -0.3711
H -4.4019 -1.0469 0.3755
O -0.5423 -2.7545 -0.5692
C 0.3736 -2.3137 0.1343
O 0.4407 -1.1061 0.6574
C 1.5210 -3.2644 0.4322
C 2.5924 -2.9450 1.2928
C 3.5640 -3.8951 1.6047
C 3.4763 -5.1921 1.0545
C 2.4415 -5.5109 0.1548
C 1.4816 -4.5515 -0.1474
N 4.3821 -6.2101 1.4708
O 5.2758 -5.9245 2.2999
O 4.2456 -7.3626 0.9965
H 2.6534 -1.9468 1.7215
H 4.3842 -3.6676 2.2795
H 2.3980 -6.5086 -0.2758
H 0.6781 -4.8083 -0.8345
*
```

Its largest force on an atom is 6.0 eV/A. For the HOMO-LUMO gap (alpha / beta), the calculation gives 3.7544 / 6.0983 eV. The calculation puts the highest occupied orbital energy (alpha / beta) at 0.543 / -2.957 eV. The expectation value of S² is 8.808.


For reference, E_tot by record: -7287.23071 -67808.53987 -29022.73416 -71364.18660 -96582.59797 -17730.07438 -96668.61712 -59622.52155 eV.